1.
{
  "formula": "C5H8O",
  "method": "ωB97M-V/def2-TZVPD",
  "symbols": ["C", "C", "C", "C", "O", "C", "H", "H", "H", "H", "H", "H", "H", "H"],
  "xyz": [[1.3655, -0.0563, -1.2007], [1.3512, -0.3277, 0.0956], [0.6385, 0.5534, 1.0187], [-0.6086, 1.0188, 0.9416], [-1.6023, 0.6415, 0.1018], [-1.6018, -0.7211, -0.2699], [0.6586, 0.6257, -1.6717], [2.1571, -0.4836, -1.7897], [2.0519, -1.0650, 0.4932], [1.2950, 1.0049, 1.7560], [-0.9418, 1.8048, 1.6068], [-1.1006, -1.2607, 0.5406], [-1.0999, -0.8885, -1.2310], [-2.6449, -1.0292, -0.3332]],
  "atomic_forces_ev_per_a": [[0.204, -0.237, -0.274], [0.310, 0.389, -0.094], [-0.307, -0.070, 0.332], [0.190, 0.310, 0.164], [-0.006, 0.215, 0.102], [-0.104, -0.278, 0.063], [0.369, 0.097, 0.187], [-0.190, -0.386, -0.547], [-0.073, 0.311, 0.017], [-0.290, -0.041, 0.235], [0.021, 0.095, -0.029], [-0.073, -0.356, -0.386], [-0.076, -0.036, 0.300], [0.027, -0.013, -0.070]],
  "lumo_energy_ev": 1.10,
  "homo_energy_ha": -0.3149,
  "de_lowest_kj_mol": 213.5,
  "smiles": "C=C/C=C\\OC",
  "orbital_gap_ev": 9.673
}

---

2.
{
  "formula": "C3H5N3",
  "method": "ωB97M-V/def2-TZVPD",
  "symbols": ["C", "C", "C", "H", "H", "H", "H", "H", "N", "N", "N"],
  "xyz": [[-1.6722, -0.1904, -0.0179], [-0.2457, -0.3057, 0.0525], [0.6563, 0.7651, 0.0468], [-2.0154, -0.7678, 1.3696], [-2.0378, 1.2027, -0.3394], [-2.0831, -1.0653, -0.9433], [0.5335, 1.7969, 0.1152], [2.7762, 0.7845, -0.3405], [1.8445, 0.2582, 0.0572], [1.7482, -1.0861, 0.0311], [0.4954, -1.3922, -0.0313]],
  "atomic_forces_ev_per_a": [[-3.716, -1.042, 0.220], [1.710, 3.278, -0.912], [-2.726, 0.231, 0.270], [0.162, 2.049, -4.229], [0.876, -4.839, 1.347], [0.849, 3.032, 3.130], [-0.521, 1.434, -0.093], [-3.093, -2.121, 1.864], [4.581, 0.078, -1.519], [1.275, -0.607, -0.917], [0.602, -1.495, 0.838]],
  "lumo_energy_ev": 0.52,
  "homo_energy_ha": -0.3301,
  "de_lowest_kj_mol": 539.8,
  "orbital_gap_ev": 9.505
}

---

3.
{
  "formula": "C21H45BBr10NO2",
  "method": "ωB97M-V/def2-TZVPD",
  "symbols": ["C", "C", "C", "C", "C", "C", "C", "C", "C", "N", "B", "O", "O", "C", "C", "H", "H", "H", "H", "H", "H", "H", "H", "H", "H", "H", "H", "H", "H", "H", "H", "H", "H", "H", "H", "H", "H", "H", "H", "H", "Br", "C", "C", "Br", "H", "H", "H", "H", "Br", "C", "C", "Br", "H", "H", "H", "H", "Br", "C", "C", "Br", "H", "H", "H", "H", "Br", "C", "C", "Br", "H", "H", "H", "H", "Br", "C", "C", "Br", "H", "H", "H", "H"],
  "xyz": [[-2.3150, 0.2821, -0.8956], [-1.4129, -0.9137, -0.5539], [-1.8649, -1.6693, 0.7127], [-1.9939, -3.1806, 0.4949], [-3.2306, -3.5068, -0.3563], [-4.5004, -3.6958, 0.4975], [-5.7104, -2.9542, -0.0597], [-6.0957, -3.2795, -1.5056], [-7.4303, -2.5576, -1.5757], [-8.1322, -3.1743, -0.3744], [-9.4143, -2.3646, -0.0470], [-10.3456, -2.3180, -1.0398], [-9.4930, -1.9109, 1.2003], [-10.2969, -0.7699, 1.5614], [-7.0207, -3.2742, 0.6857], [-2.6466, 0.7943, 0.0121], [-1.7699, 1.0228, -1.4863], [-3.1957, -0.0207, -1.4722], [-1.3787, -1.5782, -1.4232], [-0.4073, -0.5182, -0.4066], [-2.8214, -1.2613, 1.0650], [-1.1385, -1.4913, 1.5101], [-2.0597, -3.6947, 1.4592], [-1.1003, -3.5374, -0.0238], [-3.3951, -2.6627, -1.0391], [-3.0610, -4.3941, -0.9695], [-4.7432, -4.7628, 0.5768], [-4.3015, -3.3410, 1.5141], [-5.5197, -1.8786, 0.0423], [-6.3062, -4.3579, -1.5421], [-5.3821, -2.9979, -2.2760], [-8.0183, -2.6203, -2.4868], [-7.2409, -1.5220, -1.2747], [-8.4043, -4.1199, -0.6424], [-10.4385, -1.5304, -1.5833], [-11.2804, -1.1048, 1.8849], [-10.3887, -0.0777, 0.7240], [-9.7843, -0.2756, 2.3823], [-7.2783, -2.6306, 1.5218], [-7.0028, -4.3114, 1.0253], [0.5098, 2.7644, 0.7666], [1.9176, 3.0853, -0.5385], [1.4989, 2.7044, -1.9325], [1.4668, 0.7776, -2.1560], [2.7807, 2.5137, -0.2074], [2.1356, 4.1501, -0.4893], [2.2256, 3.0755, -2.6521], [0.5079, 3.0667, -2.1878], [3.2507, 3.3646, 4.4239], [4.6358, 3.9878, 3.2115], [4.3341, 3.6519, 1.7760], [4.6144, 1.7653, 1.3982], [5.5648, 3.5404, 3.5506], [4.6768, 5.0675, 3.3408], [5.0050, 4.1909, 1.1106], [3.3030, 3.8713, 1.5122], [5.1002, 3.9288, -2.0402], [6.6361, 2.7278, -2.0613], [6.5981, 1.7907, -3.2380], [5.2789, 0.3984, -2.9664], [6.6158, 2.1928, -1.1160], [7.5097, 3.3736, -2.1056], [7.5547, 1.2830, -3.3477], [6.3431, 2.2981, -4.1631], [8.0938, -1.3866, -5.0031], [7.7717, -3.2803, -4.7274], [6.7474, -3.5141, -3.6474], [7.4640, -3.1870, -1.8733], [8.7311, -3.7287, -4.4902], [7.4111, -3.6635, -5.6790], [6.4247, -4.5527, -3.6542], [5.8888, -2.8587, -3.7584], [8.6260, 7.3347, 5.0876], [7.1356, 6.2740, 5.7354], [7.5751, 4.9376, 6.2721], [8.0724, 3.7022, 4.8556], [6.4469, 6.1699, 4.9028], [6.6692, 6.8587, 6.5247], [6.7577, 4.4613, 6.8088], [8.4408, 5.0220, 6.9211]],
  "atomic_forces_ev_per_a": [[0.180, 0.053, -0.017], [-0.331, 0.463, 0.094], [0.233, -0.191, -0.043], [-0.113, 0.142, -0.202], [-0.092, 0.151, 0.173], [-0.009, -0.111, -0.066], [0.070, 0.039, 0.290], [-0.312, -0.025, 0.312], [0.440, -0.042, 0.312], [-0.062, 0.306, 0.096], [-0.366, -0.305, 0.263], [0.532, 0.221, 0.009], [0.483, 0.392, -0.357], [-0.230, -0.084, 0.151], [-0.077, -0.426, -0.162], [-0.007, -0.047, -0.051], [-0.068, -0.099, -0.059], [-0.026, 0.009, 0.120], [0.106, -0.044, 0.105], [0.003, -0.215, -0.004], [0.026, -0.079, 0.017], [-0.120, 0.050, 0.008], [0.083, -0.087, -0.123], [0.022, -0.016, 0.167], [0.102, -0.155, -0.059], [-0.045, 0.058, -0.015], [0.044, 0.067, 0.052], [-0.107, -0.018, -0.039], [0.071, -0.051, -0.221], [0.306, 0.038, -0.388], [-0.019, 0.040, 0.100], [-0.082, -0.164, 0.132], [-0.300, 0.085, -0.413], [-0.026, 0.012, -0.062], [-0.262, -0.014, 0.013], [0.034, 0.019, -0.038], [-0.037, -0.072, 0.032], [-0.047, -0.030, -0.022], [0.079, 0.036, -0.104], [-0.092, 0.093, 0.066], [0.028, -0.038, 0.003], [-0.095, 0.004, -0.085], [0.061, -0.003, -0.041], [-0.065, -0.045, -0.070], [-0.107, 0.051, -0.120], [-0.041, 0.019, -0.033], [0.021, -0.031, 0.024], [0.002, 0.026, 0.019], [0.024, -0.020, -0.002], [-0.050, -0.023, 0.058], [0.041, -0.018, 0.013], [0.106, -0.043, 0.081], [-0.006, 0.065, -0.025], [-0.001, 0.005, -0.038], [0.017, -0.002, 0.001], [0.043, 0.020, 0.079], [0.033, 0.012, 0.029], [0.038, 0.050, 0.046], [0.003, -0.114, 0.024], [-0.146, 0.010, -0.017], [0.006, 0.020, 0.006], [-0.009, 0.010, -0.035], [0.005, 0.005, 0.034], [0.025, 0.003, -0.007], [0.126, 0.038, -0.073], [-0.045, 0.050, 0.028], [0.007, -0.027, 0.050], [-0.011, 0.033, -0.012], [-0.010, -0.024, 0.001], [-0.015, 0.009, 0.000], [0.014, -0.006, -0.003], [-0.011, -0.014, -0.020], [-0.011, -0.024, -0.030], [0.049, 0.054, -0.010], [-0.032, -0.069, -0.008], [0.082, 0.018, 0.018], [-0.037, -0.005, 0.030], [0.006, -0.007, 0.012], [-0.012, 0.000, -0.013], [-0.015, 0.015, 0.020]],
  "lumo_energy_ev": -2.78,
  "charge": 1,
  "homo_energy_ha": -0.4016,
  "orbital_gap_ev": 8.148
}

---

4.
{
  "formula": "C5H8N2",
  "method": "ωB97M-V/def2-TZVPD",
  "symbols": ["C", "N", "C", "C", "N", "C", "C", "H", "H", "H", "H", "H", "H", "H", "H"],
  "xyz": [[-1.2070, -2.5410, 0.2606], [-0.5029, -1.2942, 0.1061], [-0.5566, -0.6631, -0.9914], [0.0365, 0.6703, -0.9443], [0.3840, 1.7013, -1.5755], [0.3187, 1.7471, -0.0371], [1.5833, 1.8957, 0.7672], [-2.0256, -2.6820, -0.4589], [-1.6094, -2.5532, 1.2776], [-0.5007, -3.3735, 0.1783], [-1.0905, -0.9971, -1.8940], [-0.5444, 2.2732, 0.3793], [2.4257, 1.4078, 0.2692], [1.8224, 2.9565, 0.8994], [1.4665, 1.4521, 1.7635]],
  "atomic_forces_ev_per_a": [[-0.084, -0.196, 0.025], [-0.117, 0.169, -0.304], [0.038, -0.088, 0.299], [0.065, 0.395, -0.041], [-0.243, -0.410, 0.110], [0.016, 0.165, 0.277], [0.066, -0.005, -0.050], [0.155, -0.012, 0.019], [-0.020, -0.132, -0.177], [-0.076, 0.080, 0.023], [0.133, 0.018, 0.173], [0.142, 0.076, -0.198], [-0.090, 0.043, 0.053], [0.024, -0.143, -0.026], [-0.008, 0.040, -0.182]],
  "lumo_energy_ev": 0.27,
  "homo_energy_ha": -0.3514,
  "de_lowest_kj_mol": 264.6,
  "smiles": "C/N=C/C1=N[C@@H]1C",
  "orbital_gap_ev": 9.833
}

---

5.
{
  "formula": "C4H12NO2",
  "method": "ωB97M-V/def2-TZVPD",
  "symbols": ["C", "N", "C", "O", "C", "C", "H", "H", "H", "H", "H", "H", "H", "H", "H", "H", "H", "H", "O"],
  "xyz": [[1.1391, -0.9589, 0.2918], [0.0608, -1.4613, -1.2010], [-0.0816, -0.1952, -1.8300], [-1.1396, 0.5876, -1.2480], [0.1553, -1.0103, 1.4649], [-0.9741, -0.0117, 1.4701], [1.3106, 0.1037, 0.0425], [2.0601, -1.5189, 0.4522], [0.7673, -1.8845, -0.3948], [-0.4224, -0.4339, -2.8227], [0.8443, 0.3595, -1.8094], [-0.3152, -2.0672, 1.5449], [0.6841, -0.8152, 2.4574], [-1.4601, -0.2767, 0.4631], [-0.7254, 1.1413, 1.2903], [-1.7162, -0.2810, 2.3289], [-0.7643, 1.3075, -0.6683], [1.5205, 2.9066, 1.0622], [0.6844, 2.5054, 0.7580]],
  "atomic_forces_ev_per_a": [[-1.308, 2.068, 1.920], [0.581, -1.055, 0.592], [-0.349, 0.093, 1.464], [0.708, 1.233, -0.499], [0.725, -0.921, 2.500], [-2.291, 0.595, -1.981], [0.181, -0.594, -0.042], [0.182, -0.052, -0.027], [-0.618, -0.298, -2.206], [-0.019, -0.085, -0.597], [0.160, 0.498, -0.542], [0.872, 1.480, -0.140], [0.059, -0.623, -1.176], [-0.177, 0.405, 1.915], [0.133, -2.411, 1.313], [1.333, 0.820, -1.359], [-0.008, -0.771, -0.734], [-0.598, -0.244, -0.285], [0.436, -0.140, -0.116]],
  "lumo_energy_ev": 4.02,
  "charge": -1,
  "homo_energy_ha": -0.1175,
  "de_lowest_kj_mol": 563.5,
  "orbital_gap_ev": 7.216
}